(1)
C4H9N2O | wB97M-V/def2-TZVPD

Last column: natural (NBO) charge in e.
Atoms and positions in Å:
C: -0.960 1.098 -0.693  0.322
C: -0.239 -0.993 0.021  0.276
C: 0.208 -1.294 1.425  -0.702
C: 1.523 1.024 -0.664  -0.422
N: 0.189 0.536 -0.395  -0.346
N: -1.984 0.350 -0.559  -0.241
O: -1.646 -0.946 -0.132  -0.315
H: -1.079 2.048 -1.234  0.260
H: 0.379 -1.526 -0.747  0.212
H: -0.260 -0.783 2.289  0.254
H: 1.336 -1.215 1.632  0.255
H: -0.007 -2.347 1.675  0.263
H: 1.543 1.540 -1.583  0.232
H: 1.780 1.715 0.180  0.235
H: 2.240 0.180 -0.593  0.243
H: -3.023 0.614 -0.623  0.473

Total charge: +1
SMILES: C[C@H]1O[NH+]=CN1C
HOMO level (eV): -14.08
Gap between HOMO and LUMO (Ha): 0.3924
Energy above the lowest of the compared OMol25 structures with the same formula, charge and spin (eV): 3.695

(2)
C16H36N3O3P2 | wB97M-V/def2-TZVPD

Last column: natural (NBO) charge in e.
Atoms and positions in Å:
C: 1.694 -2.707 1.248  -0.690
C: 0.487 -2.776 0.353  0.358
N: 0.417 -3.777 -0.453  -0.688
C: -0.556 -1.703 0.462  -0.829
P: -0.079 0.054 -0.258  1.063
C: -0.033 0.892 1.541  -0.850
C: 0.789 0.186 2.527  0.441
O: 0.363 -0.412 3.511  -0.609
C: -0.024 -0.664 -2.058  -0.734
C: 1.350 -1.169 -2.516  -0.405
C: 2.264 -0.138 -3.215  -0.413
C: 3.667 0.033 -2.593  -0.419
C: 4.809 -0.379 -3.508  -0.207
N: 4.867 -1.845 -3.696  -0.850
C: -1.916 0.625 -0.447  -0.731
C: -2.955 0.034 0.512  -0.405
C: -4.152 0.962 0.812  -0.431
C: -4.687 0.849 2.240  -0.056
O: -4.556 2.127 2.920  -0.565
C: -4.120 2.019 4.207  0.820
C: -2.647 2.250 4.383  -0.745
O: -4.867 1.769 5.118  -0.567
P: 0.615 2.170 -1.047  0.896
N: 2.189 2.444 -0.854  -1.382
H: 2.338 -3.563 1.045  0.221
H: 1.406 -2.693 2.301  0.229
H: 2.260 -1.791 1.054  0.227
H: -0.439 -3.715 -1.006  0.315
H: -0.868 -1.626 1.509  0.234
H: -1.424 -2.066 -0.098  0.205
H: 1.329 -0.219 -0.116  -0.127
H: 0.431 1.877 1.412  0.234
H: -1.022 1.038 1.976  0.209
H: 1.875 0.194 2.328  0.111
H: -0.392 0.076 -2.780  0.199
H: -0.728 -1.502 -2.125  0.197
H: 1.188 -2.010 -3.200  0.199
H: 1.893 -1.597 -1.666  0.201
H: 1.773 0.836 -3.273  0.205
H: 2.408 -0.468 -4.250  0.197
H: 3.737 -0.556 -1.673  0.191
H: 3.809 1.069 -2.277  0.253
H: 4.681 0.081 -4.493  0.168
H: 5.750 0.009 -3.095  0.162
H: 5.830 -2.157 -3.705  0.345
H: 4.435 -2.293 -2.896  0.354
H: -1.918 1.713 -0.302  0.200
H: -2.254 0.458 -1.475  0.212
H: -2.496 -0.239 1.463  0.201
H: -3.344 -0.896 0.084  0.199
H: -3.863 2.004 0.661  0.220
H: -4.969 0.764 0.112  0.200
H: -4.125 0.098 2.805  0.177
H: -5.740 0.561 2.283  0.180
H: -2.149 2.513 3.454  0.234
H: -2.500 3.048 5.115  0.237
H: -2.187 1.344 4.785  0.259
H: 0.174 2.375 -2.389  -0.111
H: -0.156 3.174 -0.399  -0.094
H: 2.336 3.316 -0.358  0.350

Total charge: -1
HOMO level (eV): -4.20
Gap between HOMO and LUMO (Ha): 0.2600

(3)
C3H2NO2PS | wB97M-V/def2-TZVPD

Last column: natural (NBO) charge in e.
Atoms and positions in Å:
C: 1.684 -0.546 0.106  -0.051
C: 1.646 0.782 -0.173  -0.438
C: -0.392 -0.366 -0.312  0.355
N: 0.501 -1.204 -0.051  -0.448
O: -2.611 0.917 1.134  -1.060
O: -2.447 -0.959 -0.591  -0.919
P: -3.329 -0.049 0.272  1.556
S: 0.050 1.265 -0.541  0.526
H: 2.448 -1.256 0.353  0.234
H: 2.450 1.416 -0.196  0.245

Total charge: 0
HOMO level (spin up / spin down) (eV): -9.70 / -9.70
Gap between HOMO and LUMO (spin up / spin down) (Ha): 0.2854 / 0.2855

(4)
C28H51AsAuNP2SSi3 | wB97M-V/def2-TZVPD

Last column: Löwdin charge in e.
Atoms and positions in Å:
Au: -0.124 0.144 -2.746  0.897
S: 4.057 1.960 -1.810  1.187
C: 4.411 0.285 -2.136  -0.426
C: 5.624 -0.380 -2.056  -0.055
C: 5.666 -1.704 -2.443  -0.045
C: 4.523 -2.356 -2.910  -0.047
C: 3.310 -1.703 -2.977  -0.039
C: 3.244 -0.368 -2.580  -0.307
N: 2.152 0.443 -2.618  0.013
C: 2.410 1.678 -2.282  -0.519
C: 1.381 2.683 -2.357  -0.261
C: 1.636 4.052 -2.228  -0.009
C: 0.615 4.963 -2.422  -0.036
C: -0.657 4.519 -2.746  -0.040
C: -0.916 3.157 -2.848  -0.126
C: 0.087 2.234 -2.651  -0.206
H: 6.510 0.135 -1.722  0.123
H: 6.601 -2.240 -2.410  0.120
H: 4.606 -3.381 -3.243  0.119
H: 2.425 -2.187 -3.367  0.078
H: 2.637 4.393 -2.000  0.113
H: 0.812 6.022 -2.344  0.124
H: -1.450 5.228 -2.929  0.121
H: -1.913 2.819 -3.104  0.066
C: -4.103 0.586 -3.822  -0.196
P: -2.670 0.122 -2.777  0.874
C: -3.139 0.788 -1.135  -0.248
C: -2.986 -1.684 -2.573  -0.402
C: -1.979 -2.365 -1.656  -0.405
P: -0.275 -2.262 -2.355  0.787
C: 0.693 -2.903 -0.942  -0.236
C: -0.287 -3.661 -3.530  -0.217
H: -5.041 0.268 -3.366  0.079
H: -3.989 0.110 -4.796  0.062
H: -4.112 1.666 -3.966  0.055
H: -4.086 0.357 -0.809  0.071
H: -3.241 1.869 -1.224  0.049
H: -2.349 0.573 -0.410  -0.007
H: -2.930 -2.130 -3.571  0.084
H: -4.007 -1.826 -2.202  0.108
H: -2.240 -3.420 -1.534  0.104
H: -1.966 -1.896 -0.665  0.064
H: 0.355 -3.903 -0.668  0.069
H: 0.558 -2.210 -0.106  0.000
H: 1.750 -2.936 -1.211  0.033
H: -0.601 -4.574 -3.024  0.070
H: 0.709 -3.798 -3.945  0.047
H: -0.970 -3.436 -4.348  0.051
C: 2.179 -0.036 4.467  -0.207
Si: 1.999 0.001 2.569  0.340
C: 2.692 1.562 1.728  -0.223
C: 2.784 -1.545 1.777  -0.214
As: -0.391 0.006 2.053  0.728
Si: -1.583 -1.803 3.198  0.338
C: -0.915 -3.416 2.433  -0.219
C: -3.440 -1.621 2.807  -0.221
C: -1.221 -1.657 5.060  -0.210
Si: -1.300 2.234 2.498  0.345
C: -0.546 3.401 1.195  -0.218
C: -0.739 2.576 4.289  -0.220
C: -3.197 2.177 2.346  -0.199
H: 3.217 0.123 4.748  0.031
H: 1.882 -1.000 4.870  0.015
H: 1.587 0.733 4.954  0.013
H: 3.749 1.441 1.507  0.021
H: 2.599 2.440 2.360  0.028
H: 2.179 1.766 0.789  -0.010
H: 3.780 -1.705 2.181  0.036
H: 2.886 -1.426 0.701  0.002
H: 2.215 -2.451 1.965  0.006
H: -1.311 -3.574 1.434  0.002
H: -1.210 -4.268 3.038  0.035
H: 0.170 -3.426 2.368  0.004
H: -3.612 -1.231 1.806  -0.001
H: -3.943 -0.968 3.513  0.024
H: -3.937 -2.585 2.871  0.031
H: -0.191 -1.916 5.287  0.013
H: -1.856 -2.339 5.618  0.031
H: -1.415 -0.654 5.430  0.017
H: 0.462 3.708 1.459  0.019
H: -1.138 4.307 1.103  0.032
H: -0.502 2.935 0.211  -0.007
H: 0.327 2.781 4.340  0.018
H: -0.959 1.729 4.935  0.012
H: -1.257 3.438 4.699  0.028
H: -3.520 2.263 1.313  0.001
H: -3.641 3.005 2.891  0.037
H: -3.620 1.265 2.755  0.004

Total charge: +2
HOMO level (eV): -11.79
Gap between HOMO and LUMO (Ha): 0.1443
Energy above the lowest of the compared OMol25 structures with the same formula, charge and spin (eV): 1.932

(5)
C24H44INO13P2S | wB97M-V/def2-TZVPD

Last column: Löwdin charge in e.
Atoms and positions in Å:
C: 5.618 -2.709 0.292  -0.059
C: 6.471 -1.614 0.903  -0.238
O: 5.736 -0.382 1.066  -0.231
P: 4.810 -0.157 2.354  0.501
O: 3.507 -0.843 2.261  -0.244
C: 4.711 1.623 2.582  -0.192
C: 5.907 2.468 2.107  -0.165
C: 6.067 2.461 0.578  -0.212
O: 4.818 2.126 0.015  -0.201
C: 4.825 2.068 -1.392  -0.270
C: 3.581 1.262 -1.858  -0.657
N: 3.218 0.344 -0.789  -0.022
C: 2.149 -0.631 -1.014  -0.166
C: 0.812 -0.235 -0.430  -0.216
C: -0.340 -0.821 -0.922  -0.051
C: -1.585 -0.484 -0.418  -0.061
C: -1.671 0.444 0.611  -0.050
C: -0.529 1.033 1.126  -0.269
C: -0.608 2.048 2.240  -0.045
C: 0.710 0.687 0.599  -0.020
P: 4.127 0.276 -3.410  0.571
O: 2.828 0.319 -4.385  -0.415
I: 5.594 1.743 -4.728  0.471
S: 2.267 2.424 -2.297  0.640
C: 1.949 3.377 -0.838  -0.107
O: 2.838 3.317 -3.278  -0.349
O: 1.095 1.667 -2.675  -0.304
O: 5.686 -0.612 3.610  -0.222
C: 5.446 -1.914 4.192  -0.259
C: 4.279 -1.896 5.173  -0.068
H: 4.984 -3.210 1.025  0.073
H: 4.973 -2.289 -0.482  0.069
H: 6.264 -3.454 -0.174  0.082
H: 6.908 -1.906 1.860  0.107
H: 7.297 -1.366 0.234  0.122
H: 4.625 1.737 3.667  0.103
H: 3.789 1.952 2.109  0.085
H: 5.822 3.493 2.472  0.110
H: 6.821 2.057 2.545  0.114
H: 6.414 3.431 0.200  0.130
H: 6.819 1.717 0.290  0.117
H: 5.724 1.521 -1.706  0.079
H: 4.826 3.070 -1.825  0.113
H: 4.068 -0.130 -0.510  0.077
H: 2.440 -1.556 -0.504  0.130
H: 2.026 -0.900 -2.069  0.096
H: -0.267 -1.545 -1.728  0.115
H: -2.476 -0.949 -0.827  0.103
H: -2.635 0.713 1.029  0.100
H: -1.643 2.335 2.433  0.072
H: -0.063 2.954 1.956  0.070
H: -0.156 1.665 3.157  0.081
H: 1.619 1.121 0.998  0.100
H: 1.977 0.404 -3.924  0.026
H: 2.503 2.940 -0.006  0.051
H: 0.884 3.333 -0.616  0.072
H: 2.312 4.384 -1.026  0.077
H: 5.295 -2.658 3.406  0.100
H: 6.376 -2.175 4.698  0.117
H: 3.384 -2.319 4.716  0.074
H: 4.031 -0.862 5.415  0.080
H: 4.519 -2.442 6.084  0.073
C: -5.840 -0.372 2.482  -0.036
O: -5.407 -0.880 1.217  -0.006
C: -6.230 -1.775 0.671  -0.628
O: -7.265 -2.162 1.147  0.124
O: -5.708 -2.164 -0.490  0.002
C: -6.499 -3.129 -1.191  -0.031
H: -5.075 0.332 2.794  0.088
H: -6.797 0.138 2.383  0.097
H: -5.923 -1.176 3.210  0.099
H: -7.477 -2.719 -1.440  0.092
H: -6.616 -4.032 -0.595  0.098
H: -5.967 -3.366 -2.107  0.094
C: -10.149 0.159 -1.414  -0.036
O: -10.733 0.446 -2.686  0.007
C: -10.751 -0.589 -3.523  -0.627
O: -10.331 -1.692 -3.289  0.119
O: -11.314 -0.196 -4.664  0.005
C: -11.398 -1.217 -5.661  -0.038
H: -10.201 1.075 -0.834  0.094
H: -10.705 -0.624 -0.902  0.100
H: -9.108 -0.139 -1.524  0.091
H: -12.002 -2.050 -5.307  0.097
H: -10.406 -1.572 -5.931  0.097
H: -11.873 -0.752 -6.520  0.093

Total charge: 0
SMILES: CCOP(=O)(CCCOC[C@](NCc1cccc(C)c1)(P(O)I)S(C)(=O)=O)OCC.COC(=O)OC.COC(=O)OC
HOMO level (eV): -8.49
Gap between HOMO and LUMO (Ha): 0.3264

(6)
CH4BrO | wB97M-V/def2-TZVPD

Last column: natural (NBO) charge in e.
Atoms and positions in Å:
Br: -1.007 1.452 1.832  -0.829
C: 0.378 -0.292 -0.586  -0.253
O: -0.359 -0.768 0.507  -0.789
H: 1.294 -0.859 -0.752  0.140
H: -0.259 -0.316 -1.470  0.133
H: 0.665 0.747 -0.428  0.172
H: -0.713 0.036 0.896  0.425

Total charge: -1
HOMO level (eV): -3.87
Gap between HOMO and LUMO (Ha): 0.3062
Energy above the lowest of the compared OMol25 structures with the same formula, charge and spin (eV): 0.721

(7)
N3O3S | wB97M-V/def2-TZVPD

Last column: natural (NBO) charge in e.
Atoms and positions in Å:
N: -0.903 -0.417 1.221  -0.118
N: 1.206 1.190 0.075  -0.363
N: -1.385 -0.298 0.230  0.463
O: 1.208 -1.461 -0.569  -1.023
O: 0.025 1.611 -0.324  -0.593
O: -2.000 -0.396 -0.751  -0.373
S: 1.849 -0.228 0.118  1.004

Total charge: -1
HOMO level (spin up / spin down) (eV): -3.69 / -3.69
Gap between HOMO and LUMO (spin up / spin down) (Ha): 0.2855 / 0.2855
Energy above the lowest of the compared OMol25 structures with the same formula, charge and spin (eV): 0.247

| no. | largest force on an atom (eV/Å) | calculated total energy (Eh) |
| --- | --- | --- |
| 1 | 3.96 | -342.2215 |
| 2 | 1.21 | -1703.8466 |
| 3 | 3.73 | -1060.2183 |
| 4 | 2.47 | -5472.7330 |
| 5 | 0.80 | -3352.4717 |
| 6 | 3.64 | -2689.8060 |
| 7 | 2.65 | -788.0914 |